A molecular structure, C8H10BeCoF6N3O13, computed with ωB97M-V/def2-TZVPD.

ORCA input file:
```
! RIJCOSX wB97M-V def2-TZVPD def2/J DEFGRID3
* xyz 1 4
Co 4.118 0.104 2.702
Be 0.763 1.812 1.374
N 1.340 1.156 3.735
O 0.776 1.161 2.564
O 2.489 0.609 3.866
O 0.815 1.713 4.663
N 2.013 -1.384 0.906
O 1.448 -0.359 0.592
O 2.947 -1.196 1.747
O 1.714 -2.502 0.527
N 3.269 2.430 0.567
O 2.164 2.465 -0.044
O 3.291 1.633 1.566
O 4.206 3.154 0.351
C -1.964 -3.120 -0.068
C -1.484 -1.978 0.772
O -2.617 -1.253 1.342
C -2.384 -0.086 1.837
O -1.342 0.513 1.957
C -3.688 0.595 2.378
F -4.744 0.176 1.686
F -3.879 0.257 3.657
F -3.537 1.916 2.268
H -2.433 -3.961 0.441
H -1.182 -3.485 -0.733
H -2.735 -2.771 -0.761
H -1.009 -1.213 0.155
H -0.777 -2.209 1.567
C -1.163 -1.339 -3.310
C 0.085 -0.846 -2.596
O 0.521 0.359 -3.224
C 0.748 1.432 -2.537
O 0.489 1.601 -1.375
C 1.261 2.637 -3.356
F 2.592 2.643 -3.236
F 0.980 2.465 -4.647
F 0.691 3.764 -2.981
H -1.499 -2.216 -2.748
H -0.955 -1.650 -4.330
H -2.021 -0.677 -3.201
H 0.810 -1.660 -2.536
H -0.118 -0.689 -1.536
*
```

Calculated values
Maximum force (eV/A): 5.60
LUMO energy (spin up / spin down) (eV): -5.9 / -6.3

Atom charges from the Mulliken analysis, given in e for atoms 1 to 4: 1.163 -0.035 1.019 0.416